Record 1
{"formula": "C2H3BrINO2", "method": "ωB97M-V/def2-TZVPD", "species": ["C", "C", "N", "O", "O", "Br", "I", "H", "H", "H"], "coordinates": [[0.635, 0.484, 0.053], [-0.920, -0.925, -0.685], [-0.474, -2.169, -0.013], [0.489, -2.684, -0.558], [-1.036, -2.596, 0.922], [-2.536, -0.254, 0.017], [2.411, -0.574, 0.093], [0.587, 1.385, -0.615], [0.225, 0.695, 0.987], [-0.445, -0.654, -1.656]], "forces_ev_per_angstrom": [[-1.17, -1.19, -2.33], [2.81, 2.52, 1.58], [0.82, 1.18, -3.52], [0.36, -0.19, -0.31], [-1.45, -0.70, 2.64], [0.25, -0.04, -0.67], [0.09, 0.64, 0.11], [0.10, -1.30, 0.34], [-0.50, 0.11, 1.59], [-1.31, -1.04, 0.57]], "lowdin_charge": [-0.59, -0.57, -0.56, -0.09, 0.05, 0.75, 0.92, 0.03, -0.04, 0.09], "de_lowest_kcal_mol": 51.6, "homo_energy_ha": [-0.3374, -0.3373], "homo_lumo_gap_ha": [0.308, 0.308], "lumo_ev": [-0.80, -0.80]}



Record 2
{"formula": "C3H10OS2", "method": "ωB97M-V/def2-TZVPD", "species": ["C", "C", "O", "H", "H", "H", "H", "H", "H", "C", "S", "S", "H", "H", "H", "H"], "coordinates": [[1.016, -0.942, -1.334], [2.225, -0.093, -0.975], [1.805, 1.262, -0.730], [0.482, -1.246, -0.431], [1.339, -1.932, -1.684], [0.354, -0.454, -2.035], [2.633, -0.410, -0.022], [2.946, -0.127, -1.791], [1.725, 1.711, -1.573], [-2.569, -0.240, 2.232], [-0.951, 0.269, 1.719], [-1.651, 1.276, -0.026], [-2.577, -0.541, 3.278], [-3.245, 0.603, 2.087], [-2.973, -1.097, 1.689], [-0.558, 1.961, -0.403]], "forces_ev_per_angstrom": [[0.53, -1.28, 0.81], [-1.13, 0.47, -0.13], [0.29, 0.00, 0.11], [-0.35, 0.63, 0.00], [0.08, 0.31, -0.55], [-0.12, -0.01, -0.21], [0.41, -0.21, -0.13], [0.34, 0.04, 0.21], [0.00, 0.06, -0.18], [-1.05, -0.22, 0.00], [0.65, 0.44, -0.68], [-0.22, -0.26, 0.19], [0.30, 0.26, 0.12], [-0.10, -0.06, 0.24], [0.22, 0.08, -0.26], [0.16, -0.26, 0.45]], "lowdin_charge": [-0.11, -0.29, -0.12, 0.04, 0.07, 0.06, 0.11, 0.11, 0.07, -0.56, 0.40, 0.34, 0.03, 0.01, 0.03, -0.21], "de_lowest_kcal_mol": 20.3, "smiles": "CCO.CSS", "homo_energy_ha": -0.2981, "homo_lumo_gap_ha": 0.313, "lumo_ev": 0.41}



Record 3
{"formula": "C3H10NO", "method": "ωB97M-V/def2-TZVPD", "species": ["C", "N", "H", "H", "H", "H", "H", "H", "O", "C", "C", "H", "H", "H", "H"], "coordinates": [[-0.175, -1.862, 2.213], [-0.106, -0.435, 1.795], [-0.437, -2.006, 3.314], [-0.998, -2.325, 1.593], [0.806, -2.288, 1.915], [-0.958, 0.021, 1.640], [0.310, -0.621, 0.668], [0.453, 0.273, 2.225], [-0.459, 1.022, -0.530], [0.006, 1.683, -1.478], [0.327, 1.046, -2.756], [0.052, 2.779, -1.387], [0.873, 0.000, -2.509], [0.960, 1.597, -3.472], [-0.654, 1.116, -3.231]], "forces_ev_per_angstrom": [[-0.67, -0.95, 1.09], [2.26, -2.01, -5.16], [0.60, 0.33, -1.55], [1.00, 0.47, 0.69], [-0.79, -0.06, 0.66], [-2.07, 0.58, -0.42], [-1.59, 1.82, 3.79], [1.13, -0.04, 0.81], [1.17, 1.00, -1.17], [-0.94, -0.57, 1.88], [2.06, -1.54, -0.06], [0.02, -0.05, 0.04], [-1.99, 2.10, -1.05], [0.00, 0.07, 0.76], [-0.19, -1.16, -0.30]], "lowdin_charge": [-0.04, 0.09, 0.12, 0.12, 0.11, 0.11, 0.25, 0.15, -0.05, -0.27, -0.05, 0.13, 0.15, 0.09, 0.10], "de_lowest_kcal_mol": 39.0, "homo_energy_ha": -0.5202, "homo_lumo_gap_ha": 0.386, "total_charge": 1, "lumo_ev": -3.66}